DFT (ωB97M-V/def2-TZVPD) results for a single C4H12NS2 molecule at a distorted geometry.

As for the expectation value of S²: 0.751. As for the multiplicity: 2. The value obtained for the HOMO energy (spin up / spin down) is -3.46 / -8.85 eV. Its total charge is 0. The LUMO energy (spin up / spin down) is 0.66 / 0.48 eV.

Bonds (Å) are listed after each position.
Element x y z (Å)
1 N -0.38 -1.03 1.66  C2 1.586, H8 1.097, H9 1.015, H10 1.073
2 C -1.08 0.26 1.04  N1 1.586, C3 1.594, C4 1.742, H11 1.150
3 C -0.79 1.48 2.03  C2 1.594, H12 1.183, H13 1.208, H14 1.107
4 C -0.67 0.62 -0.61  C2 1.742, S5 1.696, H15 1.241, H16 1.110
5 S -0.63 -0.83 -1.48  C4 1.696, S6 1.959
6 S 1.15 -1.62 -1.75  S5 1.959, C7 1.910
7 C 2.12 -0.89 -3.22  S6 1.910, H17 1.151, H18 0.999, H19 1.091
8 H -1.12 -1.44 2.36  N1 1.097
9 H -0.05 -1.69 0.96  N1 1.015
10 H 0.35 -0.66 2.35  N1 1.073
11 H -2.22 0.15 1.05  C2 1.150
12 H -0.51 1.09 3.11  C3 1.183
13 H -1.79 2.16 2.02  C3 1.208
14 H 0.12 2.09 1.84  C3 1.107
15 H -1.64 1.35 -0.88  C4 1.241
16 H 0.17 1.31 -0.38  C4 1.110
17 H 3.19 -0.81 -2.79  C7 1.151
18 H 2.02 0.09 -3.39  C7 0.999
19 H 1.77 -1.63 -3.93  C7 1.091

Atomic partial charges in e from the Mulliken method, atoms 1 to 2: atom 1 (N): -1.164, atom 2 (C): -0.492

---

DFT (ωB97M-V/def2-TZVPD) results for 2 unconnected molecules or ions with the total composition C4H12NS2.

The value obtained for the HOMO energy is -11.44 eV. Its total charge is +1. The LUMO energy is -4.91 eV.

Bonds (Å) are listed after each position.
Element x y z (Å)
1 C 1.00 2.81 2.33  N3 1.476, H4 1.086, H5 1.084, H6 1.087
2 C 0.00 1.61 0.47  N3 1.275, H7 1.084, H8 1.083
3 N -0.13 2.37 1.49  C1 1.476, C2 1.275, H9 1.016
4 H 0.63 3.04 3.33  C1 1.086
5 H 1.44 3.69 1.89  C1 1.084
6 H 1.73 2.00 2.38  C1 1.087
7 H 0.95 1.14 0.26  C2 1.084
8 H -0.87 1.42 -0.15  C2 1.083
9 H -1.07 2.68 1.71  N3 1.016
10 C -0.71 -1.77 1.30  S11 1.820, H14 1.084, H15 1.090, H16 1.089
11 S -1.12 -1.32 -0.41  C10 1.820, S12 2.090
12 S 0.80 -1.20 -1.22  S11 2.090, C13 1.811
13 C 0.44 -0.14 -2.63  S12 1.811, H17 1.084, H18 1.081, H19 1.084
14 H 0.34 -2.06 1.35  C10 1.084
15 H -0.93 -0.96 1.99  C10 1.090
16 H -1.31 -2.64 1.56  C10 1.089
17 H -0.25 0.66 -2.35  C13 1.084
18 H 1.39 0.25 -2.98  C13 1.081
19 H 0.00 -0.72 -3.44  C13 1.084

Atomic partial charges in e from the Mulliken method, atoms 1 to 2: atom 1 (C): -0.788, atom 2 (C): -0.167

---

DFT (ωB97M-V/def2-TZVPD) results for 2 unconnected molecules or ions with the total composition C4H12NS2 at a distorted geometry.

The value obtained for the HOMO energy is -11.99 eV. Its total charge is +1. The LUMO energy is -3.80 eV.

Bonds (Å) are listed after each position.
Element x y z (Å)
1 S 1.76 -0.29 -1.34  C3 1.803, C4 1.805
2 S 1.38 1.42 1.06  C3 1.829, C5 1.820
3 C 2.10 -0.14 0.42  S1 1.803, S2 1.829, H6 1.107, H7 1.107
4 C 1.91 1.49 -1.61  S1 1.805, C5 1.519, H8 1.107, H9 1.107
5 C 1.03 2.16 -0.57  S2 1.820, C4 1.519, H10 1.107, H11 1.107
6 H 3.19 -0.16 0.63  C3 1.107
7 H 1.64 -1.00 0.94  C3 1.107
8 H 1.58 1.71 -2.64  C4 1.107
9 H 2.96 1.81 -1.52  C4 1.107
10 H -0.04 2.05 -0.82  C5 1.107
11 H 1.24 3.25 -0.50  C5 1.107
12 C -2.52 -2.16 1.10  N13 1.497, H14 1.103, H15 1.103, H16 1.103
13 N -2.17 -0.90 0.37  C12 1.497, H17 1.040, H18 1.040, H19 1.040
14 H -3.16 -1.93 1.97  C12 1.103
15 H -1.60 -2.66 1.46  C12 1.103
16 H -3.06 -2.85 0.44  C12 1.103
17 H -3.03 -0.42 0.04  N13 1.040
18 H -1.65 -0.25 1.00  N13 1.040
19 H -1.56 -1.11 -0.45  N13 1.040

Atomic partial charges in e from the Mulliken method, atoms 1 to 2: atom 1 (S): -0.138, atom 2 (S): -0.149

---

DFT (ωB97M-V/def2-TZVPD) results for 2 unconnected molecules or ions with the total composition C4H12O at a distorted geometry.

The value obtained for the HOMO energy is -11.08 eV. Its total charge is 0. The LUMO energy is 0.82 eV.

Bonds (Å) are listed after each position.
Element x y z (Å)
1 C 0.97 -1.24 -0.84  C3 1.464, H5 1.103, H6 1.103, H7 1.103
2 C -2.26 0.84 -0.42  C4 1.605, H8 1.103, H9 1.103, H10 1.103
3 C -0.43 -0.93 -0.50  C1 1.464, C4 1.499, H11 1.107, H12 1.107
4 C -0.68 0.54 -0.48  C2 1.605, C3 1.499, H13 1.107, H14 1.107
5 H 1.24 -2.30 -0.89  C1 1.103
6 H 1.57 -0.75 -0.05  C1 1.103
7 H 1.21 -0.76 -1.80  C1 1.103
8 H -2.67 0.79 -1.44  C2 1.103
9 H -2.46 1.84 -0.01  C2 1.103
10 H -2.77 0.09 0.20  C2 1.103
11 H -1.06 -1.44 -1.25  C3 1.107
12 H -0.58 -1.44 0.47  C3 1.107
13 H -0.26 1.01 0.43  C4 1.107
14 H -0.20 1.01 -1.35  C4 1.107
15 O 2.89 1.11 2.30  H16 0.984, H17 0.984
16 H 2.76 1.49 3.19  O15 0.984
17 H 2.74 0.14 2.42  O15 0.984

Atomic partial charges in e from the Mulliken method, atoms 1 to 2: atom 1 (C): -1.157, atom 2 (C): -1.133

---

DFT (ωB97M-V/def2-TZVPD) results for 2 unconnected molecules or ions with the total composition C4H12O2 at a distorted geometry.

The value obtained for the HOMO energy is -10.08 eV. Its total charge is 0. The LUMO energy is 0.61 eV.

Bonds (Å) are listed after each position.
Element x y z (Å)
1 C 0.30 0.55 -1.75  O2 1.438, C3 1.544, H6 1.094, H7 1.085
2 O 0.74 -0.55 -2.56  C1 1.438, H8 0.962
3 C -0.76 0.13 -0.71  C1 1.544, C4 1.520, H9 1.090, H10 1.092
4 C -0.52 0.76 0.65  C3 1.520, C5 1.523, H11 1.091, H12 1.087
5 C -1.27 0.03 1.75  C4 1.523, H13 1.094, H14 1.090, H15 1.093
6 H 1.17 1.01 -1.27  C1 1.094
7 H -0.08 1.31 -2.44  C1 1.085
8 H 0.67 -1.31 -1.98  O2 0.962
9 H -0.76 -0.95 -0.65  C3 1.090
10 H -1.70 0.53 -1.11  C3 1.092
11 H -0.78 1.82 0.74  C4 1.091
12 H 0.54 0.69 0.88  C4 1.087
13 H -2.35 0.01 1.60  C5 1.094
14 H -1.11 0.46 2.74  C5 1.090
15 H -0.99 -1.03 1.83  C5 1.093
16 H 2.72 -0.68 1.25  O18 0.961
17 H 2.26 -1.67 0.15  O18 0.964
18 O 1.95 -1.12 0.88  H16 0.961, H17 0.964

Atomic partial charges in e from the Mulliken method, atoms 1 to 2: atom 1 (C): -0.373, atom 2 (O): -0.544

---

DFT (ωB97M-V/def2-TZVPD) results for 3 unconnected molecules or ions with the total composition C4H12O2 at a distorted geometry.

The value obtained for the HOMO energy is -8.87 eV. Its total charge is 0. The LUMO energy is 0.68 eV.

Bonds (Å) are listed after each position.
Element x y z (Å)
1 C -0.59 -0.64 -0.25  C2 1.366, C4 1.511, H5 1.046
2 C 0.14 0.51 -0.28  C1 1.366, C3 1.504, H6 1.082
3 C 0.37 1.20 -1.60  C2 1.504, H7 1.136, H8 1.102, H9 1.126
4 C -0.80 -1.10 1.18  C1 1.511, H10 1.149, H11 1.115, H12 1.134
5 H -1.13 -1.04 -1.05  C1 1.046
6 H 0.66 0.88 0.59  C2 1.082
7 H -0.20 0.60 -2.37  C3 1.136
8 H 0.10 2.27 -1.59  C3 1.102
9 H 1.47 1.08 -1.83  C3 1.126
10 H 0.20 -1.03 1.73  C4 1.149
11 H -1.12 -2.17 1.28  C4 1.115
12 H -1.58 -0.44 1.65  C4 1.134
13 H -2.88 1.99 1.06  O15 0.908
14 H -1.78 1.04 0.59  O15 0.977
15 O -1.98 1.88 1.04  H13 0.908, H14 0.977
16 H 2.57 -2.35 0.07  O18 1.011
17 H 3.79 -1.32 -0.11  O18 1.022
18 O 2.77 -1.37 -0.11  H16 1.011, H17 1.022

Atomic partial charges in e from the Mulliken method, atoms 1 to 2: atom 1 (C): -0.594, atom 2 (C): 0.062

---

DFT (ωB97M-V/def2-TZVPD) results for 2 unconnected molecules or ions with the total composition C4H12O2 at a distorted geometry.

The value obtained for the HOMO energy is -9.98 eV. Its total charge is 0. The LUMO energy is 0.68 eV.

Bonds (Å) are listed after each position.
Element x y z (Å)
1 C 0.39 -1.04 -0.52  O2 1.439, C3 1.503, H6 1.098, H7 1.094
2 O 1.69 -1.31 0.04  C1 1.439, H8 0.954
3 C -0.52 -0.38 0.48  C1 1.503, C4 1.521, H9 1.089, H10 1.096
4 C -1.88 -0.07 -0.12  C3 1.521, C5 1.530, H11 1.103, H12 1.117
5 C -2.76 0.76 0.81  C4 1.530, H13 1.088, H14 1.097, H15 1.089
6 H 0.42 -0.49 -1.46  C1 1.098
7 H 0.15 -2.07 -0.77  C1 1.094
8 H 2.09 -0.52 0.40  O2 0.954
9 H -0.12 0.54 0.88  C3 1.089
10 H -0.64 -1.08 1.32  C3 1.096
11 H -2.37 -0.97 -0.54  C4 1.103
12 H -1.71 0.58 -1.01  C4 1.117
13 H -3.39 0.15 1.46  C5 1.088
14 H -3.47 1.45 0.34  C5 1.097
15 H -2.16 1.43 1.43  C5 1.089
16 H 3.31 2.13 -0.50  O18 0.955
17 H 2.24 1.35 -1.44  O18 0.955
18 O 2.56 1.55 -0.56  H16 0.955, H17 0.955

Atomic partial charges in e from the Mulliken method, atoms 1 to 2: atom 1 (C): -0.631, atom 2 (O): -0.521

---

Calculated relative energy (zero: lowest compared OMol25 entry of this formula, charge and spin), 436.9; 128.7; 39.2; 29.0; 40.0; 134.5; 32.6 kJ/mol (same order as the records).